The following is a DFT calculation (ωB97M-V/def2-TZVPD) of C22H47AlO6P as an isolated structure.

XYZ file:
```
77
C22H47AlO6P, DFT ωB97M-V/def2-TZVPD
O -0.84407 -0.13021 1.23548
O -1.71736 4.95201 2.58716
H -3.95483 -0.38781 -0.10817
C -2.11190 -2.35144 1.16934
H -2.47547 -3.34049 -5.21850
C -0.95243 -3.75671 -3.62516
C -2.09885 -0.78140 1.13615
C 1.98220 2.74494 5.83323
H -2.74610 -2.56367 -1.68232
H 0.50073 -1.90134 -7.12348
H -2.74906 2.31246 3.68170
H -1.18923 -0.64673 -1.33310
O -2.90721 1.33794 0.34032
O -0.34776 5.89137 0.62693
H 1.17680 -3.13172 -8.86881
C 1.84380 1.62475 4.75212
P -0.36006 4.72334 1.62296
C -2.27245 -0.37919 -1.44150
H -0.21973 -2.94020 -3.43217
H -2.09744 0.63776 3.83123
H 1.68863 -2.56268 -5.20052
C -2.35240 -3.20721 -4.11311
H 2.32455 -3.63637 -6.46513
H 0.29958 0.20848 4.08408
O 1.08417 4.84463 2.47600
C 0.30265 -2.97989 -6.88772
C 0.35624 1.06363 4.80124
H 3.23212 4.39669 6.48983
C -2.89475 -0.03376 -0.03087
C -2.98452 -1.58228 -2.15539
H 3.14065 3.74753 3.58061
H 4.39357 1.98561 3.34262
C 5.29992 2.29270 3.91718
C -0.42437 -4.86520 -4.61063
C 3.36874 3.50196 5.82664
H -0.73754 -3.01776 -6.50493
C -0.65649 2.19525 4.38842
H 3.79954 5.17208 4.42776
H -3.18451 -3.78654 -3.63560
H 0.62261 2.88316 0.39268
H 1.19013 3.52368 5.77943
H 0.15707 0.74632 5.85051
H -1.04977 -4.90380 -5.53805
Al -1.46988 1.61750 1.50817
C -1.84892 1.67695 3.50164
H -1.08316 -2.78093 1.08386
C 1.40240 -3.41382 -5.86359
H 6.24044 2.10218 3.35151
C 3.80936 4.05403 4.41779
C 1.07578 -4.70497 -5.03066
H -0.94040 3.37950 -0.31848
H -1.10802 2.59902 5.33634
H 5.39761 1.73369 4.88194
O 5.18197 3.69908 4.17538
H 1.89284 2.24578 6.83234
H -3.41799 -1.26361 -4.27137
H 1.43849 -5.65138 -5.50487
H -1.50144 5.74291 3.10089
H -1.15329 -4.26552 -2.64957
H -2.36448 0.50796 -2.12030
H -2.73626 -0.49906 2.02706
H -0.08462 3.04603 3.94269
H 1.66298 -4.62062 -4.07664
H 2.55400 0.78154 4.94746
H -2.52182 -2.67100 2.15588
H 1.97036 2.01213 3.71055
H -4.08834 -1.43446 -2.05463
H -2.77799 -2.79279 0.38857
H 1.40929 5.74487 2.34856
C -0.43397 3.15215 0.64905
C -2.57658 -1.70384 -3.67972
H -0.55011 -5.85812 -4.11600
H 0.76945 -4.77343 -8.18875
H -1.64119 -1.13475 -3.89249
H 4.17276 2.90379 6.31921
H -0.54152 -3.60723 -8.82118
C 0.42686 -3.72345 -8.28911
```

The value obtained for the orbital gap is 7.812 eV. The molecular weight comes out at 465.57 g mol⁻¹. The total energy is -51751.90114 eV. Its total charge is -1.

Atom charges from the Löwdin analysis, given in e for atoms 1 to 8:
1 O -0.184
2 O -0.172
3 H 0.131
4 C -0.039
5 H 0.085
6 C -0.188
7 C -0.435
8 C -0.204

---

The following is a DFT calculation (ωB97M-V/def2-TZVPD) of a 3-piece molecular cluster, C22H47BBrO4S2 overall.

XYZ file:
```
77
C22H47BBrO4S2, DFT ωB97M-V/def2-TZVPD
H 11.75836 0.78907 -2.43778
Br 3.68593 -4.89341 0.04411
C -0.99770 -3.97790 1.77927
H 7.43170 -0.01016 0.23122
H -5.53514 3.07238 -2.49207
H -5.53890 -3.12893 -1.18912
S 0.70711 -4.59588 1.45028
H -3.60133 0.68782 1.59184
C -4.27017 -2.64929 0.45660
H -5.46077 4.26230 -1.21658
C -6.21913 2.34012 -0.59679
O -4.92517 -1.36088 0.26224
C -1.88542 -4.51384 0.70398
C -5.07327 -3.64974 -0.36468
C 4.21590 -2.22406 0.86692
C 6.80395 2.50488 -0.77534
H 6.24379 3.13137 -1.47179
C 4.05665 -0.75546 0.41598
O -2.24108 -3.74447 -0.37869
H -2.26638 -1.91100 0.65220
O -2.25315 -5.61454 0.73887
H -7.18329 4.88081 -2.79482
H 4.27734 -2.26573 1.94457
H -5.27738 3.53553 1.76281
C 8.10988 0.32625 -0.55863
H -4.46718 -4.48256 -0.68916
C 9.35886 0.91717 0.09761
H 8.38399 -0.57222 -1.11876
C -7.40429 4.06024 -2.10634
H -5.87827 -4.01074 0.26337
C 3.02298 -3.04918 0.39526
H -7.03546 1.82420 1.30497
H 6.51848 0.72623 -1.93366
H -8.59307 2.23399 -2.15949
H 4.88357 -0.43229 -0.20794
H 2.67096 -2.63990 -0.54116
H 9.99503 2.25496 -1.48321
H 1.02274 -2.07662 1.15345
C 10.99071 0.36788 -1.78564
H -7.94726 4.50352 -1.26694
H 7.60232 3.11725 -0.35179
H 2.19055 -2.81599 2.58827
H 5.13231 -2.60223 0.42520
B 1.76835 -2.98793 1.46058
H -5.21439 1.99915 -0.32125
H 11.45037 -0.42989 -1.19854
H -7.99598 3.00761 0.44344
H 3.97194 -0.07197 1.25503
C 7.35360 1.27292 -1.48856
H -3.97076 -1.96561 3.65750
H 10.22527 -0.07526 -2.42394
C -2.83844 -2.50917 -0.05251
H -4.74915 0.71426 2.88544
H 6.12814 2.21502 0.03175
H -7.79303 2.62662 -3.68733
C 10.41154 1.44695 -0.87529
H -4.32568 -2.96923 1.48911
H -6.85124 4.01983 2.39862
H -6.24161 4.75810 0.92185
S -3.12958 -0.99067 3.27135
C -5.22708 -0.65233 1.37902
C -6.96792 2.71397 0.67607
H -6.71299 1.47785 -1.05280
C -8.30098 3.05196 -2.81931
H -9.21538 3.53430 -3.16976
H 11.22651 1.89000 -0.29543
H 3.16265 -0.64877 -0.19070
H -0.92215 -2.90178 1.81582
H -2.89479 -1.93496 -0.96911
C -6.29371 3.82219 1.48156
H 7.99235 1.58576 -2.32014
C -6.08282 3.46162 -1.62787
O -6.34883 -0.53461 1.65749
C -4.19613 0.05496 2.24049
H 9.06706 1.72518 0.77490
H -1.30907 -4.41335 2.71421
H 9.81458 0.14832 0.72968
```

The value obtained for the energy relative to the best compared isomer or geometry (same formula, charge and spin) is 71.69 kJ/mol. The value obtained for the orbital gap is 6.369 eV. The molecular weight comes out at 530.46 g mol⁻¹. The total energy is -124157.48881 eV. Its total charge is -1.

Atom charges from the Löwdin analysis, given in e for atoms 1 to 8:
1 H 0.065
2 Br 0.554
3 C -0.427
4 H 0.106
5 H 0.110
6 H 0.086
7 S 0.760
8 H 0.086

---

The following is a DFT calculation (ωB97M-V/def2-TZVPD) of C22H47CeNO2P2 as an isolated structure.

XYZ file:
```
75
C22H47CeNO2P2, DFT ωB97M-V/def2-TZVPD
H 0.27707 3.55029 4.28342
C -2.52385 -0.36789 0.29394
H 3.28139 -1.39273 -3.26649
H 2.86792 -3.59830 -2.39022
H -3.27088 -2.49567 -3.29402
H -0.97085 1.17024 4.87450
H 1.94764 3.73064 2.85292
H -0.02953 0.32174 -3.52182
H 2.54772 4.67634 -1.17500
H 2.76248 -0.46196 0.26920
C 0.19506 -0.63828 4.93131
H 2.83270 3.75063 -2.69369
C -0.87787 -0.39403 -3.51565
H -2.28005 2.22499 0.90527
H 2.29112 -0.63468 3.12743
H -2.36287 0.53817 -2.04740
H 1.33355 4.69928 -2.47915
H -1.20103 -3.60158 -1.34320
H 3.31470 0.42402 2.13836
C -0.97371 -0.97928 -4.93464
C 2.36708 2.78157 2.49744
C 0.30577 -1.85643 1.06785
H -2.05718 1.40509 -3.56591
C 2.24883 -1.01598 -3.22271
H -2.77278 0.24838 3.28658
H -2.49491 3.75625 1.74476
H -3.16438 -1.99600 -1.58012
H -3.46615 -3.68313 -1.99880
H -0.97824 -3.77346 -4.41947
H -2.89486 2.24257 2.56844
C 1.32112 -2.19366 -2.87369
C -0.73918 0.33202 4.19978
C 1.99203 -3.15951 -1.88721
H -3.04239 -0.06616 -3.57163
C -2.17296 2.71465 1.88880
C -2.05311 -0.36973 3.83203
H -0.23727 -4.78849 -3.16482
H -0.32158 -1.03903 5.81510
H 0.45624 -1.47970 4.27728
H -1.50142 3.32458 4.45524
C -2.91013 -2.78263 -2.29800
H -2.54245 -0.70033 4.76058
C 1.45151 2.94551 -1.36575
H 2.33830 -2.61373 -1.00055
P -0.34676 -1.67384 -2.24912
H 2.18984 2.70149 1.41458
C -0.74880 2.75503 2.47137
H 3.45170 2.83693 2.67219
Ce -0.22667 0.14884 -0.03275
P 0.06586 1.07884 2.70237
H -0.02811 -1.43613 -5.26751
O 0.70541 -2.81607 1.60623
H -1.18842 -0.14728 -5.62408
H 2.22827 -0.20744 -2.47496
O -3.60473 -0.70206 0.58873
H 2.00432 -0.57593 -4.19993
H 3.51115 0.39461 3.91026
H 1.70614 1.79111 4.29680
C 2.77149 0.35463 3.09171
C -0.69142 3.60190 3.75887
H -1.96095 -4.90430 -3.47917
C -2.14880 0.39819 -3.12955
N 1.00998 1.97032 -0.89306
H 1.08378 -2.74596 -3.79853
C 1.80392 1.55003 3.22649
C 2.07943 4.08354 -1.96686
H 1.34292 -3.97955 -1.54883
H -1.84133 -1.25966 3.22670
H -1.78746 -1.71671 -5.03263
C -1.42449 -3.14836 -2.32544
H -0.85735 4.65601 3.47954
C -1.12503 -4.19312 -3.41378
H 1.11056 -0.15442 5.29007
H -0.10388 3.24283 1.71193
H 2.72681 -0.65808 -0.47194
```

The value obtained for the orbital gap (spin up / spin down) is 5.965 / 5.960 eV. The molecular weight comes out at 559.69 g mol⁻¹. The total energy is -60622.08961 eV. Its total charge is +4.

Atom charges from the Löwdin analysis, given in e for atoms 1 to 8:
1 H 0.087
2 C -0.046
3 H 0.116
4 H 0.121
5 H 0.101
6 H 0.132
7 H 0.090
8 H 0.098

---

> What is the formula in the second record?

C22H47BBrO4S2

---

> total charge of number 3 (C22H47CeNO2P2)?

+4